1.
Here is a structure of composition C40H40BrCoN4S4 from OMol25. Energies are from ωB97M-V/def2-TZVPD.

CARTESIAN COORDINATES (ANGSTROEM)
1 H -2.736 0.166 4.624
2 H -6.226 -3.912 4.601
3 H -3.177 1.136 -3.261
4 H -2.181 2.349 -0.270
5 C -3.367 -2.336 5.502
6 C -3.351 4.739 1.540
7 H 0.909 3.856 -2.842
8 C 4.324 -1.310 -1.846
9 C -2.912 1.125 2.734
10 H 3.155 -0.958 0.501
11 C 4.139 -2.011 -3.054
12 H -2.910 -1.846 6.355
13 H 2.803 2.777 -2.875
14 C -2.657 -2.439 4.313
15 C -3.245 -3.081 3.224
16 C -5.228 -3.500 4.522
17 H -0.716 -3.194 -3.046
18 H 7.200 -2.740 -0.736
19 N -2.071 1.428 1.590
20 C 0.018 -3.563 -2.339
21 N -1.376 -0.643 3.281
22 C -0.085 -4.902 -1.973
23 H -1.547 7.397 2.610
24 H 0.991 0.671 -5.162
25 H -0.871 -5.526 -2.380
26 C -2.283 1.743 -3.180
27 H -0.873 -1.528 5.114
28 S -0.923 -0.653 -3.226
29 C -4.649 -2.865 5.609
30 H -4.379 4.433 1.374
31 C 0.835 -5.429 -1.087
32 C 5.099 -2.980 -3.384
33 N 3.342 -0.300 -1.481
34 C -1.007 0.670 1.234
35 H 0.299 5.823 2.113
36 H 4.034 0.652 -3.198
37 H 4.442 1.492 -1.697
38 C 6.186 -3.246 -2.570
39 H -5.192 -2.780 6.542
40 S -0.143 0.994 -0.116
41 C -1.765 6.406 2.232
42 H 2.038 2.131 -1.417
43 H -3.347 2.061 3.091
44 H 1.723 2.291 -4.966
45 H 4.947 -3.540 -4.298
46 C 3.648 0.939 -2.222
47 H 2.718 -2.722 -0.523
48 H 2.472 0.625 0.181
49 C -2.613 2.472 0.724
50 C -1.294 -1.814 4.145
51 H -2.692 -3.164 2.295
52 H 6.892 -4.019 -2.851
53 C -2.322 3.851 1.257
54 H 2.571 -5.056 0.118
55 H -1.380 1.236 4.225
56 H 5.567 -1.028 -0.115
57 H -4.965 -4.111 2.479
58 H -3.890 6.696 2.238
59 C -4.522 -3.609 3.328
60 C -2.086 0.502 3.818
61 H 4.231 0.452 0.310
62 C -1.226 3.888 -2.913
63 H -0.605 -2.507 3.668
64 C -1.045 1.085 -3.177
65 C -3.077 6.013 2.024
66 C -1.004 4.252 1.471
67 C 2.452 1.856 -2.389
68 C 3.310 -0.030 -0.044
69 C -2.376 3.119 -3.051
70 C -0.729 5.520 1.956
71 C 0.011 3.258 -2.940
72 H -1.288 4.963 -2.799
73 H -3.694 2.320 0.652
74 H -3.350 3.596 -3.051
75 S 2.773 -1.717 -4.083
76 C 1.734 1.250 -4.618
77 N 1.394 1.211 -3.177
78 C 6.358 -2.540 -1.387
79 Co 1.227 -0.868 -2.436
80 C 1.015 -2.707 -1.851
81 C -0.677 -0.542 2.123
82 H -3.729 0.452 2.446
83 H 2.703 0.794 -4.792
84 S 0.424 -1.630 1.619
85 C 0.103 1.880 -3.066
86 Br 0.713 -7.270 -0.573
87 C 1.844 -4.641 -0.569
88 C 1.912 -3.305 -0.953
89 C 5.425 -1.573 -1.038
90 H -0.200 3.562 1.242

Properties
E_HOMO (alpha / beta) ... -3.7 / -3.7 eV
E_LUMO (alpha / beta) ... 1.63 / 1.62 eV
Multiplicity ... 2
Total charge ... -1

---

2.
Here is a structure of composition C40H40IrN7S4Sb in a non-equilibrium geometry from OMol25. Energies are from ωB97M-V/def2-TZVPD.

CARTESIAN COORDINATES (ANGSTROEM)
1 C -3.381 0.924 -0.281
2 H -4.578 3.879 -0.610
3 C -0.680 -2.899 3.250
4 H -6.879 -0.570 -0.843
5 S -0.319 6.158 -0.004
6 H 1.949 -3.387 -1.127
7 C -1.266 -1.826 -2.296
8 C -0.575 -3.930 -1.347
9 N -0.881 1.395 2.434
10 H 2.622 -0.484 -0.723
11 C -1.700 -2.483 -3.438
12 C 1.564 0.193 -2.514
13 Sb -0.045 -1.583 0.537
14 H 4.933 2.841 -4.827
15 N -0.477 3.645 0.187
16 C -5.905 -0.127 -0.685
17 H -1.904 -4.378 -4.427
18 H 3.307 -0.960 -2.257
19 C 1.784 3.456 -2.983
20 S 2.678 2.850 -4.416
21 C 2.451 -3.234 -0.180
22 H -0.085 1.612 5.484
23 H -3.763 -4.887 2.052
24 C -4.800 -0.966 -0.445
25 C -1.100 -2.799 1.929
26 C -1.850 5.438 -0.227
27 N 2.492 2.250 3.502
28 C -1.867 1.220 4.409
29 H -2.537 1.088 5.241
30 S 0.234 1.279 -1.859
31 C -2.200 -3.527 1.489
32 Ir -0.279 1.624 0.486
33 C -2.478 -4.430 3.702
34 C -4.491 1.743 -0.514
35 H 4.317 -2.694 3.163
36 C 2.827 -0.129 -1.734
37 H -1.400 -0.754 -2.227
38 H 4.441 0.527 -3.840
39 C 2.547 -2.269 2.025
40 C -0.689 -2.542 -1.247
41 C -3.536 -0.463 -0.242
42 H -2.702 -1.124 -0.072
43 H -0.161 -4.514 -0.533
44 C -2.707 3.001 -0.242
45 C -1.758 4.089 -0.092
46 C 3.413 2.565 2.536
47 H 2.119 -1.655 2.810
48 C 3.794 -2.846 2.229
49 C -1.007 -4.583 -2.491
50 H 0.186 -2.356 3.606
51 H 1.430 4.505 0.468
52 C -1.565 -3.862 -3.538
53 C -1.376 -3.708 4.140
54 H 4.618 3.583 -3.269
55 H -2.150 -1.923 -4.247
56 H 4.160 -4.403 -0.754
57 H -6.618 1.890 -0.907
58 H 1.826 0.670 -3.463
59 C -2.897 -4.331 2.385
60 C 3.704 -3.807 0.025
61 C 0.379 4.639 0.257
62 C -2.080 1.163 3.065
63 C 0.408 2.770 -2.897
64 C 1.356 1.888 2.888
65 H 1.020 -0.726 -2.742
66 C 2.792 2.374 1.340
67 H 5.816 1.356 -3.121
68 S 4.065 1.175 -1.568
69 C 4.364 -3.627 1.232
70 C 4.356 2.735 -3.902
71 N 1.512 1.920 1.564
72 H -2.988 0.957 2.526
73 H 4.411 2.888 2.778
74 H 0.088 2.442 -3.888
75 H -0.911 -5.658 -2.562
76 H 1.637 4.533 -3.128
77 N -4.019 3.048 -0.485
78 H -1.048 -3.786 5.168
79 N -0.533 1.494 4.587
80 H -2.718 6.040 -0.450
81 C 0.032 1.599 3.375
82 H 5.325 -4.096 1.395
83 H 2.394 3.302 -2.088
84 H -4.954 -2.036 -0.428
85 H -3.010 -5.077 4.387
86 C 1.873 -2.459 0.820
87 H -2.530 -3.473 0.458
88 H -0.367 3.443 -2.532
89 H 2.650 2.324 4.497
90 C 4.731 1.379 -3.225
91 C -5.772 1.242 -0.724
92 N -2.261 1.750 -0.136
93 H 3.191 2.486 0.349

Properties
E_HOMO (alpha / beta) ... -17.6 / -17.6 eV
E_LUMO (alpha / beta) ... -10.80 / -14.12 eV
Multiplicity ... 2
Total charge ... +4

---

Record-wise energy relative to the best compared isomer or geometry (same formula, charge and spin) values, in kcal per mole: 0.00, 43.48